(1)
65
Properties=species:S:1:pos:R:3 method="wB97M-V/def2-TZVPD" lumo_energy_ev="-2.89 / -2.75" charge=+1 relative_energy_ev=0.364 fmax_ev_per_a=0.373 spin_multiplicity=2 mol_weight_g_mol=512.6 total_energy_ha=-2861.9048
H 0.71 -3.78 -1.98
H 1.74 -2.03 -3.22
C -3.55 -3.29 -0.43
H -3.29 3.52 1.14
H -2.53 -3.63 -0.25
C -0.59 1.29 2.34
N 0.70 -0.44 -2.33
H 1.02 0.33 -4.20
H -4.13 -4.14 -0.78
C 4.00 -2.98 1.32
H 5.91 -0.51 2.57
O -0.27 -0.02 1.82
O -1.46 -0.82 -0.70
C -2.72 2.80 0.54
C 0.48 2.40 -1.50
C 0.86 0.55 -3.14
O 2.12 -0.02 0.26
N 0.95 -2.23 -0.56
C 0.34 -2.78 -1.76
H 1.49 4.90 -4.33
H -5.21 -2.47 0.68
H -2.52 0.66 2.97
H 2.22 -3.84 -0.47
H 1.56 -0.20 2.82
C 1.21 4.21 -3.55
H -3.19 2.69 -0.43
C 2.00 -2.83 -0.12
H -0.23 1.36 3.37
C -3.40 -1.34 1.04
O -2.74 1.52 1.17
H -1.70 3.15 0.40
H -0.07 2.04 1.74
H -4.57 -1.93 -1.79
S -2.97 -0.67 -0.59
H -0.74 -2.82 -1.63
C -3.56 -2.16 -1.45
Cr 0.40 -0.23 -0.38
H 0.05 -1.89 -3.73
C 2.99 -2.20 0.72
H 5.80 -2.98 2.47
C 0.84 1.93 -2.78
C 0.72 -1.81 -2.88
H 1.44 2.48 -4.77
H -3.94 -0.58 1.59
C 3.04 -0.80 0.79
C 5.03 -2.38 2.00
H 0.79 -1.71 2.28
H -2.42 -1.49 1.50
H 0.91 5.73 -2.06
C 0.52 3.79 -1.27
H 0.13 -0.83 3.68
H 3.95 -4.06 1.23
H 4.17 0.88 1.50
C 5.09 -0.99 2.06
C 0.61 -0.72 2.71
O 0.09 1.63 -0.51
C -2.08 1.49 2.41
H -2.92 -2.29 -2.32
C 1.19 2.86 -3.79
C 4.12 -0.20 1.46
H -4.05 -3.30 1.71
C -4.14 -2.66 0.83
C 0.88 4.66 -2.27
H 0.27 4.15 -0.28
H -2.28 2.41 2.97

=====

(2)
11
Properties=species:S:1:pos:R:3 method="wB97M-V/def2-TZVPD" lumo_energy_ev="0.92 / -2.22" fmax_ev_per_a=1.800 spin_multiplicity=3 mol_weight_g_mol=89.2 total_energy_ha=-675.9118
H 1.14 1.26 -0.62
H 0.77 -1.86 1.36
Si -2.11 -0.32 0.15
H -2.44 1.10 0.53
H 2.01 -0.93 -0.47
H 0.38 -2.59 -0.86
N -0.40 -0.08 -0.13
H -0.49 1.95 -0.67
C 0.16 1.26 -0.13
Si 0.70 -1.43 -0.03
H 0.30 1.64 0.89

=====

(3)
125
Properties=species:S:1:pos:R:3 method="wB97M-V/def2-TZVPD" lumo_energy_ev=1.36 charge=-1 fmax_ev_per_a=1.393 mol_weight_g_mol=815.1 total_energy_ha=-3558.4269
H 6.34 -10.20 -0.80
C -4.10 0.64 -3.00
H 7.91 -1.43 8.66
H 4.29 -7.73 0.65
H -0.32 -0.24 0.40
H -5.58 -0.47 3.53
C -7.27 -0.64 2.31
H -3.26 0.71 -8.43
N 3.40 2.99 3.27
H 1.88 -1.35 5.35
H -7.39 -1.93 3.97
N 2.67 0.72 6.59
H 2.75 -2.25 1.83
O 3.62 4.59 1.68
H -3.41 -1.79 1.15
C 2.49 3.74 -3.51
C -0.05 -1.28 0.59
H 5.28 6.07 -1.29
H -0.25 1.79 -2.04
H -2.53 -0.30 1.18
H -2.37 2.46 -2.67
C 0.30 2.47 -4.00
C -3.22 -0.97 -0.77
H 1.41 -0.46 1.86
N -1.61 2.63 -8.51
N 4.22 -5.64 -1.92
C -2.29 -0.03 -1.51
H -1.43 -2.85 -0.12
H 5.93 4.84 2.55
C 4.22 6.22 -1.04
O 6.99 -9.24 1.39
P -7.79 3.61 0.35
H -3.28 -1.93 -1.27
H 3.33 -1.59 4.45
O -2.26 2.91 -6.36
C -2.64 -1.23 0.64
H -0.35 2.83 -4.79
H -3.75 0.94 -6.79
H 4.98 -5.45 -1.28
H 0.52 -1.58 -0.29
C 0.78 -1.34 1.86
H 1.46 -3.50 0.01
H 2.46 2.83 2.97
C 6.51 -2.58 7.59
H 4.89 -9.27 -1.00
C 3.07 -6.15 -1.40
C 1.41 -3.75 1.07
H -0.99 3.41 -8.43
H 5.81 3.62 3.77
H 3.97 5.65 -0.15
H -2.10 0.84 -0.87
H 2.16 -4.51 1.24
H 0.42 -4.11 1.30
C 3.23 4.27 -2.27
C -2.01 1.61 -3.26
N 5.70 -9.51 -0.46
H -1.66 2.14 -9.39
H 6.45 -0.56 7.01
H 1.73 0.46 6.84
H 0.80 3.58 -2.19
C 4.11 3.95 2.60
H -5.64 0.54 2.13
C 1.73 -2.57 1.98
H -6.78 0.50 -2.36
H 2.95 2.78 -3.76
H 0.54 4.56 -3.60
O 6.04 -3.69 7.43
C 6.00 -8.93 0.75
S -4.83 1.87 -1.99
H 4.24 3.87 -2.21
H 1.09 1.90 -4.47
H 2.72 3.94 -1.36
N -7.83 -1.59 3.14
H 3.75 6.20 -3.13
N -6.05 -0.17 2.71
H -2.20 1.84 -4.30
S -4.96 -0.18 -4.13
H -1.36 -0.58 -1.64
H -1.36 -2.62 1.59
H 2.35 6.21 -2.05
H 5.29 -7.55 2.05
H -6.37 3.52 -0.10
H 7.84 -3.11 9.03
C -0.49 1.53 -3.07
H -9.38 2.62 -1.30
C 3.42 0.03 5.68
C -6.61 1.43 -1.84
H 4.06 7.28 -0.84
H 2.71 4.44 -4.31
H -4.21 -0.56 -0.61
O -7.83 -0.24 1.31
H -0.15 0.50 -3.19
N 2.81 -1.06 5.13
O 2.95 -6.38 -0.20
H 4.34 -5.43 -2.89
C 0.99 3.63 -3.25
H 3.08 1.52 7.02
H -8.73 -1.95 2.88
C -1.37 -2.08 0.64
H -7.84 2.21 0.76
H -7.29 3.96 1.71
H -7.75 5.06 0.02
H -6.76 1.25 -0.78
N -3.19 1.23 -7.58
C -7.47 2.58 -2.40
N 5.39 4.14 3.02
C 3.34 5.78 -2.21
C -8.46 3.20 -1.40
N -2.70 0.36 -2.88
N 7.50 -2.33 8.50
N 5.11 -7.99 1.17
O 4.56 0.36 5.39
H 1.21 -6.75 -1.92
H -8.76 4.16 -1.82
H -6.85 3.36 -2.82
H 3.78 2.45 4.03
H -9.19 3.75 0.81
H 5.35 -1.63 6.22
H 1.67 -2.92 3.01
H 2.14 -6.19 -3.27
H -8.03 2.16 -3.23
H 0.13 -1.23 2.73
N 6.08 -1.49 6.89
C -2.35 2.29 -7.41
N 2.07 -6.38 -2.29

=====

(4)
10
Properties=species:S:1:pos:R:3 method="wB97M-V/def2-TZVPD" lumo_energy_ev=-0.30 relative_energy_ev=5.020 fmax_ev_per_a=1.067 mol_weight_g_mol=84.1 total_energy_ha=-301.3028
N 1.12 0.59 0.23
C -2.05 1.03 0.53
H 1.93 1.11 0.56
N -3.19 0.91 0.67
O 0.38 -1.53 -0.27
H 2.26 -1.18 0.42
H -0.28 -0.20 -1.53
C -0.54 -1.23 -1.18
C 1.35 -0.64 0.16
H -0.98 1.12 0.41

=====

(5)
20
Properties=species:S:1:pos:R:3 method="wB97M-V/def2-TZVPD" lumo_energy_ev=0.69 relative_energy_ev=0.695 fmax_ev_per_a=1.707 mol_weight_g_mol=120.2 smiles="CC(C)NC(N)=O.O" total_energy_ha=-419.6229
H -3.28 -0.78 1.86
C -1.23 -0.59 -0.17
C 1.61 -0.69 -1.28
O -3.57 -0.06 2.43
C 0.38 0.82 1.18
H -2.86 0.58 2.49
C -0.25 0.59 -0.18
H -1.51 -0.84 -1.19
O 1.32 -1.73 -0.73
N 0.86 0.47 -1.17
H 1.23 1.51 1.13
H -0.30 1.19 1.96
H 2.84 0.20 -2.68
H 1.30 1.34 -1.42
N 2.78 -0.51 -1.98
H 3.40 -1.30 -2.05
H -0.72 1.49 -0.51
H -2.04 -0.13 0.40
H -0.74 -1.46 0.25
H 0.78 -0.09 1.63

=====

(6)
40
Properties=species:S:1:pos:R:3 method="wB97M-V/def2-TZVPD" lumo_energy_ev=0.38 relative_energy_ev=16.331 fmax_ev_per_a=19.265 mol_weight_g_mol=301.4 total_energy_ha=-1262.0468
C 0.76 -3.01 0.18
C -2.34 -1.78 -0.36
H 2.85 -2.13 -1.31
H -0.17 2.69 -2.46
H -1.99 3.04 -1.98
C 4.98 1.96 -0.16
H 4.42 2.17 -1.17
C -2.49 0.98 -0.01
C -4.85 0.69 1.18
N -1.11 -1.73 -0.16
C 1.47 -1.04 1.47
H 4.27 -0.34 -1.24
H -5.76 0.58 1.69
H 5.31 2.97 0.08
H 0.45 -3.27 1.29
C -3.07 2.17 0.38
C 3.42 -0.44 -0.58
C 3.30 0.44 0.50
C -4.36 2.03 1.20
H 5.89 1.21 -0.23
O -3.10 -2.59 -0.75
C 2.70 -1.60 -0.66
S -0.96 1.24 -1.40
C -2.87 -0.23 0.01
C -4.20 -0.38 0.89
H 0.21 -2.42 -1.67
O 4.08 1.74 0.65
H -0.97 -3.75 -0.80
H 2.10 0.95 2.53
H 0.80 -1.14 2.00
C -0.86 2.83 -1.69
C -0.27 -2.85 -0.85
H -4.56 -1.37 0.94
H -0.54 -1.05 0.06
H -4.71 2.94 1.38
C 1.65 -2.02 0.57
H -2.62 3.00 0.23
H 1.47 -4.14 -0.19
H -0.64 3.62 -0.88
C 2.29 0.03 1.33